Record 1
The following is a quantum chemistry calculation of C5H20HfNO5 as an isolated structure in a non-equilibrium geometry, from OMol25.

XYZ file:
```
32
Properties=species:S:1:pos:R:3:forces:R:3:lowdin_charge:R:1
Hf -2.547 0.958 3.134 7.9690 -2.8637 -2.7637 2.028
C 0.966 -0.321 2.523 0.9705 -0.8486 1.4381 -0.177
O -0.354 0.075 2.772 -5.4447 1.9855 0.1009 -0.420
H 1.665 0.493 2.716 -0.0496 0.0897 -0.0487 0.096
H 1.140 -1.117 3.247 0.4430 0.1179 0.4973 0.084
H 1.294 -0.856 1.632 -1.0238 0.5932 -0.9519 0.077
O -2.243 0.626 0.679 -1.2547 0.2678 1.6721 -0.130
H -2.793 0.431 -0.079 -0.6170 -0.0175 -0.2981 0.094
H -1.432 0.144 0.517 1.1814 0.0528 -0.0197 0.039
O -2.085 -0.619 4.845 -1.5127 1.7600 -0.6900 -0.090
H -1.487 -1.349 5.004 0.7932 -0.4432 -0.5434 0.115
H -2.544 -0.500 5.677 -0.3486 -0.1085 0.7544 0.096
O -1.252 2.768 1.996 -1.4483 -0.3937 0.8990 -0.109
H -0.311 2.847 1.836 0.6472 -0.5740 0.0537 0.092
H -1.611 3.618 1.742 -0.2932 0.5108 -0.1202 0.091
C 0.334 0.918 -3.534 -0.3463 -2.7915 -0.0373 -0.026
C 0.102 0.246 -2.117 0.4318 2.2284 -1.8016 -0.416
C 1.042 -0.788 -1.593 0.0374 -0.3416 -1.5633 -0.216
O 1.082 -1.814 -2.591 -0.6566 1.5946 1.4206 -0.165
C 1.933 -2.826 -2.179 0.0063 -1.7182 -1.1188 -0.122
N -0.004 1.371 -1.195 -1.6207 0.2469 1.9041 0.012
H 1.385 1.065 -3.783 -0.1121 0.7823 0.3404 0.089
H -0.395 1.711 -3.701 0.6117 0.4966 0.3135 0.076
H 0.023 0.195 -4.289 0.0797 -0.2837 -0.1338 0.074
H -0.850 -0.283 -2.172 -0.3932 0.3053 0.0941 0.132
H 0.596 -1.166 -0.673 0.1311 -0.2758 0.3696 0.100
H 2.033 -0.387 -1.382 0.2671 0.0146 0.0068 0.138
H 1.602 -3.698 -2.744 0.4153 -0.1221 -0.3012 0.097
H 1.786 -3.176 -1.157 0.2993 0.5924 0.4416 0.088
H 2.951 -2.574 -2.475 0.2535 -0.2211 0.5464 0.102
H 0.727 2.063 -1.111 0.9145 -0.6804 -0.5142 0.086
H -0.755 1.948 -1.545 -0.3304 0.0447 0.0533 0.065
```
Forces are in eV/Å.

Spin multiplicity: 2
Charge: +2



Record 2
The following is a quantum chemistry calculation of a 5-piece molecular cluster, C5H20N10O5 overall in a non-equilibrium geometry, from OMol25.

XYZ file:
```
40
Properties=species:S:1:pos:R:3:forces:R:3:lowdin_charge:R:1
C -30.746 -28.059 12.300 2.0974 -0.2530 -0.6541 -0.811
O -29.711 -28.125 11.696 2.3890 -0.5730 -0.5056 0.053
N -31.715 -27.330 11.869 -4.7144 2.5917 -0.6236 0.176
N -30.976 -28.637 13.479 0.1872 -0.6699 1.4605 0.151
H -31.666 -26.621 11.151 0.3955 -0.5365 0.0438 0.134
H -32.540 -27.331 12.451 -0.1564 0.4186 -0.5286 0.108
H -30.227 -29.246 13.776 -0.6648 -0.2305 0.3351 0.127
H -31.884 -28.523 13.906 0.5382 -0.6030 0.5467 0.080
C -32.718 -29.092 16.578 1.3115 -0.7302 -0.0370 -0.774
O -32.178 -28.119 16.117 1.6595 3.2853 -1.1763 -0.004
N -33.880 -29.499 16.205 -3.5858 -0.8420 -0.7632 0.201
N -32.130 -29.956 17.375 1.7785 -0.6170 1.8421 0.195
H -34.190 -30.281 16.763 -1.0565 -0.0527 -0.8006 0.098
H -34.409 -28.969 15.527 -0.1970 -0.3503 0.4800 0.135
H -32.668 -30.740 17.716 0.4981 -0.2940 0.2346 0.061
H -31.183 -29.752 17.660 -0.3668 -0.3266 0.1533 0.123
C -34.970 -32.652 18.250 1.4461 1.0325 1.2810 -0.746
O -33.853 -32.240 17.966 1.5521 1.8811 0.0591 -0.035
N -35.628 -32.357 19.378 0.0482 1.1491 1.8302 0.195
N -35.514 -33.484 17.458 -3.5124 -3.5336 -2.1744 0.204
H -36.543 -32.636 19.701 0.1608 -0.2596 -0.6535 0.123
H -35.123 -31.803 20.054 0.0332 -0.0394 -0.1748 0.119
H -35.081 -33.846 16.620 0.1056 0.2582 0.3604 0.145
H -36.300 -33.972 17.861 -0.0876 -0.2799 -0.7806 0.129
C -28.988 -26.501 16.250 -3.8371 -0.6248 -1.2044 -0.632
O -27.957 -26.247 16.789 5.8698 1.5780 3.1192 0.381
N -30.068 -26.575 17.015 -0.6499 -0.0274 0.1627 0.279
N -29.081 -26.611 14.971 -0.3387 -0.2212 -1.7849 0.278
H -30.038 -26.234 17.966 -0.0962 -0.2774 0.0833 0.160
H -30.905 -26.504 16.454 -0.8944 -0.0865 0.6317 0.111
H -29.991 -26.888 14.634 0.0572 -0.3621 -0.8542 0.111
H -28.321 -26.326 14.369 -0.1470 -0.3199 -0.1612 0.166
C -31.871 -33.761 20.487 0.6231 -0.3048 0.2797 -0.810
O -31.186 -34.177 21.345 3.5493 -0.2742 3.9176 0.082
N -32.449 -34.661 19.731 -3.3953 -2.1315 -3.4849 0.157
N -32.068 -32.491 20.175 -0.6303 2.4143 -0.4948 0.174
H -33.422 -34.474 19.534 0.0609 -0.2765 -0.5071 0.084
H -32.237 -35.637 19.881 0.0017 0.4016 0.5000 0.120
H -32.600 -32.326 19.332 0.2714 0.3411 -0.0439 0.037
H -31.407 -31.807 20.513 -0.3036 -0.2543 0.0867 0.116
```
Forces are in eV/Å.

Spin multiplicity: 2
Energy above the lowest of the compared OMol25 structures with the same formula, charge and spin in kcal/mol: 0.00
Charge: +1



Record 3
The following is a quantum chemistry calculation of a 5-piece molecular cluster, C5H20N2O5 overall in a non-equilibrium geometry, from OMol25.

XYZ file:
```
32
Properties=species:S:1:pos:R:3:forces:R:3:lowdin_charge:R:1
N 0.720 1.286 1.531 0.3235 0.1210 -0.1502 0.173
C -0.434 1.132 0.811 -0.1025 -1.1025 0.2997 -0.633
N -0.266 0.448 -0.373 0.0897 0.5236 0.2096 0.164
O -1.532 1.439 1.243 0.0359 0.4444 -0.2512 0.029
H 0.724 1.894 2.329 -0.2626 0.0313 0.0059 0.109
H 1.611 1.104 1.102 -0.0983 0.1262 -0.1016 0.067
H -1.099 0.104 -0.812 -0.0222 -0.0586 0.0150 0.107
H 0.617 -0.007 -0.531 -0.0624 0.0198 -0.2267 0.061
C -0.347 2.826 -3.236 -0.5284 0.3567 -0.4165 -0.176
O 0.843 2.074 -3.394 -0.1620 -0.1130 0.4106 -0.122
H -1.253 2.229 -3.082 0.2297 -0.2851 -0.0013 0.071
H -0.329 3.561 -2.426 0.3620 -0.0669 0.0356 0.078
H -0.492 3.367 -4.172 0.0351 0.0318 0.0596 0.076
H 1.035 1.660 -2.546 0.0578 0.0998 0.0379 0.027
C 3.711 0.073 -0.320 -0.3113 -0.2868 0.0279 -0.134
O 2.663 0.547 -1.169 -0.0512 -0.0816 0.1259 -0.148
H 4.591 -0.206 -0.897 0.1251 0.1220 0.0759 0.084
H 3.946 0.866 0.386 0.1343 0.1088 -0.1392 0.081
H 3.379 -0.794 0.262 0.0621 -0.0079 -0.0781 0.079
H 2.596 -0.032 -1.935 0.1365 0.0036 -0.0386 0.088
C -3.090 -0.891 3.142 0.1377 -0.2019 -0.3446 -0.186
O -3.467 0.466 3.062 0.0948 -0.2338 -0.1266 -0.128
H -2.037 -1.054 2.870 0.0205 0.1850 0.1956 0.066
H -3.240 -1.240 4.162 -0.0649 -0.0277 0.0131 0.072
H -3.662 -1.524 2.449 -0.1719 0.0449 0.1832 0.073
H -3.015 0.818 2.283 0.0016 0.2580 0.1500 0.025
C -0.298 -3.063 -0.331 -0.8844 -0.1436 -0.2888 -0.175
O -0.695 -4.381 0.027 0.4964 -0.0117 0.1415 -0.115
H 0.723 -2.780 -0.066 0.0590 -0.2395 0.1261 0.069
H -0.413 -3.038 -1.415 0.1710 0.1995 -0.0070 0.081
H -1.007 -2.346 0.094 0.2021 0.1557 0.0428 0.062
H -0.483 -4.537 0.951 -0.0527 0.0286 0.0145 0.074
```
Forces are in eV/Å.

Structure (SMILES): NC(N)=O.CO.CO.CO.CO
Energy above the lowest of the compared OMol25 structures with the same formula, charge and spin in kcal/mol: 52.78



Record 4
The following is a quantum chemistry calculation of a 3-piece molecular cluster, C5H20N3O2 overall, from OMol25.

XYZ file:
```
30
Properties=species:S:1:pos:R:3:forces:R:3:lowdin_charge:R:1
N -0.137 1.480 1.119 -0.0105 -0.1231 -0.0112 0.162
C -0.403 2.484 0.065 0.0530 0.2483 -0.5518 -0.121
C 0.490 2.172 -1.157 -0.0304 0.1075 0.2051 -0.187
N 0.683 0.741 -1.296 0.0890 0.0455 -0.2026 -0.074
C -0.267 0.001 -2.123 0.1211 -0.1399 -0.0475 -0.195
C -1.229 -0.849 -1.294 -0.2313 0.1706 -0.2871 -0.224
N -0.561 -1.767 -0.368 -0.1111 0.4187 -0.0430 -0.148
C 0.015 -2.929 -1.050 -0.0366 0.1297 -0.1595 -0.099
H -0.324 0.548 0.732 0.0353 -0.0324 0.0048 0.100
H 0.855 1.417 1.364 -0.0366 0.0552 0.1439 0.154
H -0.683 1.590 1.977 0.1204 -0.0801 0.1044 0.146
H -1.458 2.431 -0.195 -0.0639 -0.1278 0.1020 0.128
H -0.206 3.484 0.445 0.0146 -0.0305 0.1128 0.131
H 0.047 2.640 -2.041 -0.1035 -0.0301 0.0039 0.123
H 1.452 2.668 -1.020 0.0625 -0.1873 0.0833 0.127
H 1.634 0.520 -1.542 -0.0005 0.0854 -0.0167 0.122
H -0.835 0.669 -2.778 -0.1422 0.0878 0.1603 0.123
H 0.276 -0.634 -2.822 0.1239 -0.1254 0.1136 0.117
H -1.899 -0.193 -0.728 0.0905 0.0060 0.1400 0.112
H -1.886 -1.380 -1.994 -0.0033 -0.1079 -0.0120 0.122
H -1.261 -2.063 0.304 0.1035 -0.2343 0.0047 0.119
H -0.698 -3.426 -1.716 -0.0713 -0.0839 0.1435 0.089
H 0.390 -3.633 -0.311 0.0176 -0.0741 -0.0496 0.088
H 0.842 -2.601 -1.680 0.1122 -0.0413 0.1095 0.079
H -0.380 -0.334 4.301 -0.0450 -0.0068 0.0794 0.057
H 0.287 -0.592 2.923 0.0566 0.0423 0.1782 0.005
O -0.359 -0.031 3.391 -0.0108 0.0354 -0.2730 -0.068
H 1.011 -1.225 0.732 -0.0592 0.0764 0.2243 0.018
H 2.304 -1.427 1.582 0.0485 0.0296 0.0832 0.070
O 1.510 -0.888 1.514 -0.0927 -0.1135 -0.3429 -0.077
```
Forces are in eV/Å.

Energy above the lowest of the compared OMol25 structures with the same formula, charge and spin in kcal/mol: 0.00
Charge: +1



no.,calculated total energy (eV)
1,-18522.3902
2,-30642.4894
3,-18726.2844
4,-14069.2074